--- 1 ---
Entry from OMol25: a 15-piece molecular cluster, C60H105N15 overall (ωB97M-V with the def2-TZVPD basis set).

**HOMO-LUMO gap**: 11.26 eV
**E_LUMO**: 0.20 eV
**Highest occupied orbital energy**: -11.1 eV

ORCA input file:
```
! wB97M-V def2-TZVPD RIJCOSX def2/J DEFGRID3
* xyz 0 1
C -26.56 -6.32 10.60
C -26.99 -5.55 11.84
C -27.39 -4.09 11.60
C -28.35 -3.89 10.52
N -29.14 -3.71 9.70
H -26.49 -7.38 10.83
H -25.55 -6.04 10.28
H -27.22 -6.21 9.74
H -26.16 -5.55 12.55
H -27.80 -6.06 12.37
H -26.50 -3.50 11.36
H -27.83 -3.67 12.51
C -25.10 -4.04 7.53
C -24.93 -2.75 6.75
C -25.80 -2.69 5.49
C -25.64 -1.39 4.82
N -25.52 -0.35 4.36
H -26.12 -4.29 7.82
H -24.49 -4.01 8.44
H -24.70 -4.88 6.96
H -23.88 -2.70 6.44
H -25.03 -1.83 7.33
H -26.87 -2.82 5.70
H -25.50 -3.49 4.82
C -23.46 -2.67 11.25
C -23.45 -1.17 11.38
C -23.65 -0.36 10.11
C -22.70 -0.66 9.06
N -21.95 -0.89 8.22
H -23.18 -3.13 12.19
H -22.72 -3.04 10.53
H -24.44 -3.02 10.91
H -22.52 -0.88 11.88
H -24.21 -0.84 12.09
H -23.55 0.70 10.35
H -24.67 -0.51 9.73
C -20.88 -0.53 17.46
C -20.88 0.98 17.18
C -22.16 1.49 16.50
C -22.60 0.65 15.40
N -22.99 0.02 14.53
H -19.85 -0.85 17.64
H -21.18 -1.10 16.57
H -21.46 -0.81 18.34
H -20.08 1.12 16.46
H -20.68 1.53 18.10
H -21.99 2.48 16.08
H -22.99 1.54 17.22
C -18.66 2.33 8.83
C -18.62 0.79 8.80
C -17.50 0.24 7.93
C -17.53 0.74 6.56
N -17.56 1.10 5.48
H -19.64 2.59 9.24
H -18.56 2.76 7.84
H -17.89 2.72 9.50
H -19.59 0.41 8.46
H -18.50 0.42 9.82
H -17.52 -0.86 7.86
H -16.52 0.49 8.35
C -19.92 5.77 10.33
C -21.18 6.35 10.94
C -22.49 5.81 10.37
C -22.50 4.35 10.35
N -22.49 3.20 10.31
H -19.77 4.73 10.63
H -19.04 6.30 10.68
H -19.94 5.81 9.24
H -21.19 7.44 10.82
H -21.14 6.24 12.03
H -22.61 6.18 9.35
H -23.31 6.13 11.01
C -23.55 -8.65 14.50
C -23.35 -9.36 13.18
C -22.53 -8.55 12.18
C -22.94 -7.15 12.13
N -23.29 -6.06 12.09
H -24.10 -9.29 15.19
H -24.04 -7.68 14.40
H -22.59 -8.50 14.99
H -24.35 -9.57 12.75
H -22.91 -10.34 13.36
H -22.62 -8.92 11.16
H -21.48 -8.62 12.45
C -25.07 -3.04 14.58
C -25.60 -3.93 15.71
C -27.13 -3.84 15.86
C -27.66 -2.52 16.25
N -28.08 -1.49 16.54
H -25.52 -3.31 13.62
H -23.99 -3.08 14.52
H -25.26 -2.00 14.84
H -25.13 -3.62 16.64
H -25.35 -4.97 15.50
H -27.52 -4.56 16.58
H -27.59 -4.06 14.89
C -18.30 0.37 13.75
C -19.47 0.22 12.78
C -19.86 1.54 12.11
C -20.32 2.54 13.08
N -20.65 3.29 13.88
H -17.75 -0.56 13.88
H -18.63 0.76 14.72
H -17.64 1.16 13.39
H -20.33 -0.27 13.26
H -19.21 -0.51 12.01
H -20.68 1.37 11.41
H -19.02 1.94 11.56
C -27.26 0.79 13.69
C -27.95 0.06 12.56
C -29.33 -0.50 12.90
C -30.18 0.51 13.51
N -30.85 1.31 14.00
H -26.34 1.24 13.30
H -26.94 0.13 14.50
H -27.87 1.62 14.05
H -27.31 -0.76 12.20
H -28.06 0.75 11.72
H -29.25 -1.32 13.61
H -29.83 -0.88 12.01
C -21.25 -3.94 14.02
C -19.94 -3.58 14.69
C -18.94 -4.73 14.64
C -19.44 -5.91 15.35
N -19.85 -6.83 15.90
H -21.78 -4.72 14.56
H -21.06 -4.32 13.01
H -21.84 -3.04 13.86
H -20.11 -3.23 15.71
H -19.50 -2.71 14.19
H -17.98 -4.43 15.05
H -18.80 -5.04 13.61
C -21.67 2.19 4.24
C -22.79 2.18 5.24
C -22.33 2.27 6.70
C -21.63 3.51 7.02
N -21.03 4.47 7.23
H -22.06 2.09 3.23
H -20.99 1.35 4.42
H -21.07 3.10 4.31
H -23.38 1.26 5.16
H -23.55 2.94 5.05
H -21.65 1.45 6.92
H -23.20 2.19 7.35
C -27.99 3.83 8.36
C -27.22 2.69 9.04
C -25.80 3.13 9.40
C -25.75 4.24 10.34
N -25.72 5.11 11.08
H -27.44 4.14 7.47
H -28.02 4.72 9.00
H -28.99 3.54 8.05
H -27.14 1.87 8.33
H -27.73 2.38 9.95
H -25.21 3.33 8.50
H -25.26 2.30 9.87
C -20.74 -5.98 9.54
C -21.11 -5.03 8.42
C -20.14 -3.86 8.38
C -20.07 -3.14 9.66
N -20.04 -2.58 10.65
H -20.80 -5.43 10.48
H -19.68 -6.28 9.49
H -21.35 -6.88 9.57
H -22.11 -4.65 8.67
H -21.14 -5.50 7.44
H -20.49 -3.09 7.68
H -19.15 -4.19 8.08
C -28.72 0.65 6.13
C -29.45 -0.67 6.35
C -29.46 -1.20 7.80
C -28.15 -1.10 8.45
N -27.13 -0.98 8.99
H -29.10 1.49 6.72
H -28.84 0.87 5.07
H -27.64 0.60 6.31
H -29.01 -1.42 5.68
H -30.50 -0.55 6.09
H -29.77 -2.24 7.83
H -30.12 -0.60 8.42
*
```

These are the Mulliken partial charges, in e, on atoms 1 to 99: atom 1 (C): -1.17, atom 2 (C): -0.25, atom 3 (C): 2.14, atom 4 (C): -0.13, atom 5 (N): -0.58, atom 6 (H): 0.35, atom 7 (H): 0.11, atom 8 (H): 0.40, atom 9 (H): 0.05, atom 10 (H): 0.47, atom 11 (H): -1.10, atom 12 (H): -0.30, atom 13 (C): -0.85, atom 14 (C): 0.29, atom 15 (C): -0.44, atom 16 (C): 0.12, atom 17 (N): -0.53, atom 18 (H): 0.37, atom 19 (H): -0.32, atom 20 (H): 0.46, atom 21 (H): 0.33, atom 22 (H): -0.15, atom 23 (H): 0.22, atom 24 (H): 0.47, atom 25 (C): 1.51, atom 26 (C): 0.36, atom 27 (C): 2.31, atom 28 (C): 0.17, atom 29 (N): -0.73, atom 30 (H): -0.38, atom 31 (H): -0.62, atom 32 (H): -0.64, atom 33 (H): -1.08, atom 34 (H): 0.41, atom 35 (H): -0.53, atom 36 (H): -0.75, atom 37 (C): -0.85, atom 38 (C): 0.06, atom 39 (C): -0.62, atom 40 (C): 0.21, atom 41 (N): -0.33, atom 42 (H): 0.38, atom 43 (H): -0.04, atom 44 (H): 0.37, atom 45 (H): -0.23, atom 46 (H): 0.36, atom 47 (H): 0.32, atom 48 (H): 0.38, atom 49 (C): -1.02, atom 50 (C): 0.90, atom 51 (C): -0.70, atom 52 (C): 0.19, atom 53 (N): -0.48, atom 54 (H): -0.06, atom 55 (H): 0.57, atom 56 (H): 0.35, atom 57 (H): -0.18, atom 58 (H): -0.30, atom 59 (H): 0.35, atom 60 (H): 0.38, atom 61 (C): -0.72, atom 62 (C): -0.74, atom 63 (C): -0.35, atom 64 (C): -0.10, atom 65 (N): -0.08, atom 66 (H): -0.07, atom 67 (H): 0.44, atom 68 (H): 0.28, atom 69 (H): 0.37, atom 70 (H): 0.33, atom 71 (H): 0.27, atom 72 (H): 0.38, atom 73 (C): -0.87, atom 74 (C): -0.63, atom 75 (C): -0.43, atom 76 (C): 0.11, atom 77 (N): -0.16, atom 78 (H): 0.38, atom 79 (H): 0.07, atom 80 (H): 0.28, atom 81 (H): 0.29, atom 82 (H): 0.34, atom 83 (H): 0.36, atom 84 (H): 0.32, atom 85 (C): 0.40, atom 86 (C): -0.38, atom 87 (C): -0.06, atom 88 (C): 0.13, atom 89 (N): -0.51, atom 90 (H): -0.21, atom 91 (H): -0.36, atom 92 (H): 0.24, atom 93 (H): 0.41, atom 94 (H): 0.13, atom 95 (H): 0.46, atom 96 (H): -0.16, atom 97 (C): -1.54, atom 98 (C): 0.59, atom 99 (C): 0.98

--- 2 ---
Entry from OMol25: a 15-piece molecular cluster, C60H105N15 overall (ωB97M-V with the def2-TZVPD basis set).

**HOMO-LUMO gap**: 10.97 eV
**E_LUMO**: -0.27 eV
**Highest occupied orbital energy**: -11.2 eV

ORCA input file:
```
! wB97M-V def2-TZVPD RIJCOSX def2/J DEFGRID3
* xyz 0 1
C -4.65 0.76 -24.95
C -4.42 -0.42 -24.02
C -3.49 -0.11 -22.77
C -2.24 0.56 -23.14
N -1.27 1.08 -23.46
H -4.63 1.73 -24.47
H -5.56 0.61 -25.53
H -3.78 0.88 -25.60
H -4.06 -1.24 -24.63
H -5.42 -0.69 -23.70
H -3.25 -1.00 -22.18
H -4.11 0.51 -22.12
C -9.62 2.84 -24.39
C -9.16 2.52 -22.88
C -9.84 1.26 -22.32
C -9.70 0.10 -23.18
N -9.57 -0.82 -23.86
H -9.42 2.02 -25.07
H -9.05 3.68 -24.78
H -10.67 3.12 -24.45
H -9.31 3.32 -22.17
H -8.09 2.30 -23.00
H -10.91 1.44 -22.24
H -9.48 1.01 -21.32
C -4.08 9.09 -15.95
C -4.94 8.20 -16.88
C -4.76 8.54 -18.41
C -3.45 8.97 -18.83
N -2.36 9.28 -19.13
H -4.18 8.90 -14.89
H -4.25 10.16 -16.08
H -3.01 9.01 -16.14
H -6.01 8.29 -16.69
H -4.62 7.18 -16.68
H -5.39 9.39 -18.66
H -5.03 7.65 -18.98
C -12.08 8.07 -17.70
C -11.24 8.22 -16.44
C -11.94 7.75 -15.10
C -13.29 8.24 -14.85
N -14.41 8.52 -14.62
H -12.26 7.04 -17.98
H -11.58 8.50 -18.56
H -13.04 8.60 -17.68
H -11.00 9.28 -16.37
H -10.32 7.66 -16.62
H -11.33 8.04 -14.25
H -11.93 6.67 -15.03
C -9.42 -3.31 -15.84
C -8.04 -3.92 -15.52
C -7.97 -4.57 -14.09
C -8.44 -3.75 -12.94
N -8.81 -3.14 -12.03
H -9.60 -3.06 -16.88
H -9.63 -2.36 -15.34
H -10.19 -3.99 -15.49
H -7.26 -3.17 -15.66
H -7.91 -4.71 -16.27
H -6.96 -4.91 -13.87
H -8.52 -5.51 -14.04
C -6.49 -7.82 -19.99
C -7.67 -6.98 -20.62
C -7.29 -5.75 -21.43
C -6.85 -4.55 -20.67
N -6.53 -3.62 -20.06
H -6.85 -8.69 -19.43
H -5.85 -7.19 -19.37
H -5.79 -8.19 -20.75
H -8.31 -6.70 -19.78
H -8.14 -7.68 -21.31
H -8.07 -5.37 -22.09
H -6.47 -6.02 -22.09
C -8.69 10.71 -12.26
C -7.27 10.41 -11.80
C -6.98 8.93 -11.41
C -7.26 7.89 -12.40
N -7.48 7.05 -13.19
H -9.43 10.48 -11.49
H -8.89 10.17 -13.18
H -8.75 11.79 -12.36
H -7.06 10.96 -10.89
H -6.54 10.75 -12.54
H -7.59 8.74 -10.52
H -5.95 8.84 -11.07
C -8.68 8.72 -22.19
C -7.43 9.30 -22.89
C -7.35 10.88 -23.06
C -8.45 11.44 -23.86
N -9.34 11.85 -24.45
H -9.64 8.91 -22.65
H -8.67 9.11 -21.16
H -8.65 7.63 -22.13
H -7.41 8.81 -23.87
H -6.53 8.97 -22.38
H -6.42 11.13 -23.58
H -7.36 11.39 -22.10
C -1.38 3.58 -14.22
C -2.64 3.42 -13.42
C -2.86 4.50 -12.32
C -1.99 4.32 -11.19
N -1.26 4.21 -10.30
H -1.47 4.35 -14.99
H -1.15 2.68 -14.78
H -0.46 3.82 -13.68
H -2.75 2.46 -12.91
H -3.47 3.42 -14.12
H -3.85 4.42 -11.86
H -2.71 5.50 -12.72
C -7.59 3.71 -18.13
C -6.29 2.89 -18.32
C -6.23 1.62 -17.42
C -4.84 1.09 -17.45
N -3.76 0.68 -17.53
H -7.70 4.51 -18.87
H -7.63 4.25 -17.19
H -8.51 3.12 -18.15
H -5.43 3.49 -18.03
H -6.16 2.77 -19.39
H -6.89 0.81 -17.73
H -6.47 1.89 -16.39
C 2.53 0.19 -19.23
C 2.19 0.15 -17.71
C 3.25 0.82 -16.85
C 3.42 2.28 -16.98
N 3.58 3.42 -17.10
H 3.50 -0.29 -19.36
H 2.57 1.24 -19.53
H 1.71 -0.23 -19.81
H 2.03 -0.90 -17.46
H 1.19 0.58 -17.61
H 4.25 0.39 -16.94
H 2.95 0.72 -15.81
C -0.24 -0.74 -11.76
C -0.63 -1.67 -12.94
C -1.88 -2.51 -12.65
C -3.14 -1.80 -12.79
N -4.13 -1.21 -12.91
H 0.72 -0.25 -11.93
H -0.04 -1.30 -10.85
H -0.92 0.10 -11.66
H 0.23 -2.31 -13.16
H -0.76 -1.11 -13.87
H -1.85 -2.97 -11.67
H -1.90 -3.35 -13.34
C 0.55 -5.85 -19.02
C -0.64 -4.85 -19.19
C -1.69 -4.81 -18.04
C -1.97 -6.10 -17.41
N -2.19 -7.14 -16.93
H 0.06 -6.82 -18.90
H 1.13 -5.70 -18.10
H 1.23 -5.84 -19.87
H -1.14 -5.09 -20.12
H -0.22 -3.85 -19.32
H -2.65 -4.47 -18.43
H -1.50 -4.07 -17.27
C -10.83 2.35 -14.31
C -9.89 2.14 -13.09
C -10.33 2.59 -11.68
C -10.64 4.00 -11.60
N -10.94 5.11 -11.52
H -11.86 2.29 -13.96
H -10.62 1.66 -15.13
H -10.78 3.42 -14.55
H -8.93 2.64 -13.22
H -9.78 1.06 -13.03
H -9.55 2.42 -10.94
H -11.25 2.09 -11.40
C -13.13 -1.95 -19.78
C -14.41 -1.36 -20.45
C -14.99 -0.15 -19.74
C -13.98 0.88 -19.43
N -13.13 1.62 -19.15
H -12.70 -2.78 -20.35
H -13.35 -2.31 -18.78
H -12.40 -1.15 -19.72
H -15.16 -2.14 -20.61
H -14.19 -1.04 -21.47
H -15.47 -0.48 -18.82
H -15.81 0.17 -20.39
*
```

These are the Mulliken partial charges, in e, on atoms 1 to 99: atom 1 (C): -1.27, atom 2 (C): -0.39, atom 3 (C): -0.28, atom 4 (C): 0.28, atom 5 (N): -0.43, atom 6 (H): 0.34, atom 7 (H): 0.33, atom 8 (H): 0.41, atom 9 (H): 0.27, atom 10 (H): 0.32, atom 11 (H): 0.30, atom 12 (H): 0.11, atom 13 (C): -1.21, atom 14 (C): -0.36, atom 15 (C): -0.19, atom 16 (C): 0.17, atom 17 (N): -0.49, atom 18 (H): 0.37, atom 19 (H): 0.33, atom 20 (H): 0.34, atom 21 (H): 0.31, atom 22 (H): 0.23, atom 23 (H): 0.21, atom 24 (H): 0.28, atom 25 (C): -1.35, atom 26 (C): -0.12, atom 27 (C): -0.24, atom 28 (C): 0.15, atom 29 (N): -0.44, atom 30 (H): 0.34, atom 31 (H): 0.35, atom 32 (H): 0.39, atom 33 (H): 0.23, atom 34 (H): 0.19, atom 35 (H): 0.23, atom 36 (H): 0.26, atom 37 (C): -1.24, atom 38 (C): -0.25, atom 39 (C): -0.08, atom 40 (C): 0.22, atom 41 (N): -0.48, atom 42 (H): 0.32, atom 43 (H): 0.30, atom 44 (H): 0.37, atom 45 (H): 0.26, atom 46 (H): 0.31, atom 47 (H): 0.21, atom 48 (H): 0.06, atom 49 (C): -1.20, atom 50 (C): -0.21, atom 51 (C): -0.50, atom 52 (C): 0.22, atom 53 (N): -0.43, atom 54 (H): 0.37, atom 55 (H): 0.27, atom 56 (H): 0.33, atom 57 (H): 0.28, atom 58 (H): 0.21, atom 59 (H): 0.34, atom 60 (H): 0.31, atom 61 (C): -1.18, atom 62 (C): -0.33, atom 63 (C): -0.40, atom 64 (C): 0.14, atom 65 (N): -0.41, atom 66 (H): 0.33, atom 67 (H): 0.33, atom 68 (H): 0.35, atom 69 (H): 0.30, atom 70 (H): 0.28, atom 71 (H): 0.33, atom 72 (H): 0.27, atom 73 (C): -1.02, atom 74 (C): -0.49, atom 75 (C): -0.34, atom 76 (C): 0.16, atom 77 (N): -0.44, atom 78 (H): 0.32, atom 79 (H): 0.25, atom 80 (H): 0.34, atom 81 (H): 0.31, atom 82 (H): 0.30, atom 83 (H): 0.32, atom 84 (H): 0.31, atom 85 (C): -1.07, atom 86 (C): -0.43, atom 87 (C): -0.35, atom 88 (C): 0.18, atom 89 (N): -0.40, atom 90 (H): 0.35, atom 91 (H): 0.28, atom 92 (H): 0.29, atom 93 (H): 0.31, atom 94 (H): 0.30, atom 95 (H): 0.29, atom 96 (H): 0.26, atom 97 (C): -1.16, atom 98 (C): -0.17, atom 99 (C): -0.41

Relative stability in kcal/mol, measured from the most stable structure: 1 0.0; 2 109.3